[1]
DFT (ωB97M-V/def2-TZVPD) results for a cluster of 12 separate species, C29H75NO21 in total at a distorted geometry.

Computed properties:
2S+1	1
frontier orbital gap	0.3337	Eh
E	-75769.485	eV
HOMO	-8.91	eV
SMILES	CCOC(=O)OC.CCOC(=O)OC.CCOC(=O)OC.CCOC(=O)OC.COCCNCCOC.CO.CO.CO.CO.CO.CO.CO
LUMO level	0.006	Ha

Last column: Löwdin charge in e.
Geometry (Å):
C (-0.8061, -0.5028, -6.9613)  -0.077
C (-0.3988, 0.2301, -8.1690)  -0.218
O (0.9327, -0.2812, -8.5053)  0.007
C (1.7891, 0.4764, -9.2175)  -0.553
O (1.5892, 1.6878, -9.3907)  0.088
O (2.7291, -0.3573, -9.6710)  0.000
C (3.8882, 0.1337, -10.3943)  -0.022
H (-0.8630, -1.5762, -7.1421)  0.079
H (-1.7942, -0.2087, -6.6075)  0.087
H (-0.0067, -0.3440, -6.2375)  0.088
H (-0.2958, 1.2941, -7.9561)  0.117
H (-1.0834, 0.2476, -9.0171)  0.129
H (4.7205, -0.5270, -10.1516)  0.093
H (4.1435, 1.1518, -10.1003)  0.089
H (3.7309, 0.2528, -11.4663)  0.092
C (5.8681, -0.7520, -3.3388)  -0.065
C (4.8540, -0.9081, -2.2059)  -0.232
O (5.1499, -2.0244, -1.4114)  0.036
C (5.9223, -1.8975, -0.3374)  -0.576
O (6.7679, -1.0396, -0.1969)  0.124
O (5.6127, -2.8787, 0.5387)  -0.007
C (6.2586, -2.8501, 1.8289)  -0.034
H (6.0065, -1.6936, -3.8701)  0.075
H (6.8553, -0.4146, -3.0229)  0.077
H (5.4362, -0.0299, -4.0317)  0.076
H (3.8213, -1.0352, -2.5305)  0.125
H (4.8292, 0.0882, -1.7643)  0.125
H (5.9775, -1.9410, 2.3606)  0.093
H (7.3412, -2.8883, 1.7077)  0.094
H (5.9743, -3.7025, 2.4459)  0.089
C (-5.5210, 6.8634, -6.4668)  -0.058
C (-6.0386, 5.4040, -6.6964)  -0.169
O (-6.3856, 4.7804, -5.4369)  0.027
C (-5.5816, 4.0362, -4.7153)  -0.589
O (-4.3964, 3.8506, -4.9975)  0.094
O (-6.3015, 3.5263, -3.7022)  -0.008
C (-5.6980, 2.6144, -2.7378)  -0.016
H (-5.3191, 7.4082, -7.3891)  0.071
H (-4.6584, 7.0393, -5.8240)  0.073
H (-6.3138, 7.3831, -5.9288)  0.069
H (-5.3387, 4.7741, -7.2455)  0.115
H (-6.8743, 5.4456, -7.3948)  0.116
H (-5.0228, 1.9471, -3.2736)  0.090
H (-6.4541, 2.0254, -2.2187)  0.091
H (-5.0717, 3.1576, -2.0301)  0.093
C (2.4942, -5.5139, -7.0017)  -0.045
C (1.8578, -5.1859, -5.5991)  -0.177
O (0.6902, -6.0197, -5.4575)  0.012
C (0.0013, -6.0686, -4.3172)  -0.568
O (0.0712, -5.2595, -3.3951)  0.102
O (-0.7187, -7.1896, -4.3313)  0.005
C (-1.4092, -7.6092, -3.2190)  -0.078
H (2.6621, -6.5900, -7.0436)  0.075
H (3.4508, -4.9958, -7.0692)  0.070
H (1.8641, -5.1812, -7.8267)  0.072
H (1.4782, -4.1835, -5.4012)  0.119
H (2.6033, -5.4081, -4.8357)  0.120
H (-2.0889, -6.8327, -2.8682)  0.098
H (-0.7683, -7.9290, -2.3973)  0.100
H (-2.0205, -8.4771, -3.4663)  0.096
C (4.0641, 7.8413, 12.5906)  -0.095
O (4.5533, 7.5927, 11.2744)  -0.183
C (3.6555, 6.9527, 10.4317)  -0.251
C (3.1884, 5.5668, 10.8825)  -0.182
N (1.9574, 5.1077, 10.1711)  -0.072
C (2.1001, 4.9104, 8.7482)  -0.226
C (0.7475, 4.4402, 8.1444)  -0.231
O (0.3820, 3.1745, 8.6349)  -0.186
C (-0.4402, 2.5403, 7.6882)  -0.120
H (3.6277, 8.8397, 12.6197)  0.087
H (4.9155, 7.7484, 13.2648)  0.090
H (3.3037, 7.1408, 12.9357)  0.069
H (4.2048, 6.8399, 9.4970)  0.121
H (2.8193, 7.6337, 10.2734)  0.126
H (2.8641, 5.5554, 11.9230)  0.103
H (3.9687, 4.8442, 10.6435)  0.116
H (1.7470, 4.1887, 10.5334)  0.101
H (2.9228, 4.2310, 8.5254)  0.115
H (2.3585, 5.8297, 8.2226)  0.112
H (0.8176, 4.5346, 7.0608)  0.117
H (0.0158, 5.1544, 8.5220)  0.123
H (-0.8949, 1.6953, 8.2052)  0.086
H (0.1870, 2.1676, 6.8784)  0.090
H (-1.3070, 3.1392, 7.4088)  0.091
C (-7.0095, -1.7009, 3.7985)  -0.158
O (-5.6228, -1.7740, 4.1124)  -0.132
H (-7.4095, -2.5957, 4.2754)  0.075
H (-7.5630, -0.8151, 4.1101)  0.077
H (-7.1257, -1.7461, 2.7156)  0.069
H (-5.3131, -2.6747, 3.9920)  0.067
C (-1.7293, -1.4313, 0.5132)  -0.189
O (-0.8522, -1.2738, -0.5564)  -0.111
H (-2.7645, -1.5443, 0.1911)  0.072
H (-1.4122, -2.2555, 1.1522)  0.074
H (-1.7886, -0.5717, 1.1808)  0.076
H (-0.6273, -2.1124, -0.9658)  0.078
C (-4.7535, -6.9119, 3.1435)  -0.189
O (-3.9121, -5.8120, 2.9211)  -0.105
H (-4.4791, -7.6112, 3.9333)  0.079
H (-5.7157, -6.4742, 3.4093)  0.073
H (-4.9768, -7.5247, 2.2701)  0.071
H (-3.0448, -6.1614, 3.1386)  0.068
C (0.8380, 3.8621, -1.2304)  -0.174
O (1.8122, 4.7484, -0.7129)  -0.114
H (0.5620, 4.1590, -2.2422)  0.079
H (1.2350, 2.8511, -1.3220)  0.066
H (-0.0844, 3.7290, -0.6652)  0.072
H (1.9549, 4.6406, 0.2303)  0.070
C (-6.4620, -3.9367, -2.2544)  -0.204
O (-6.7664, -3.5440, -3.5245)  -0.111
H (-6.7904, -3.1188, -1.6130)  0.075
H (-7.0260, -4.8385, -2.0163)  0.079
H (-5.3971, -4.1205, -2.1116)  0.080
H (-7.6306, -3.8707, -3.7854)  0.081
C (3.3134, 2.0153, 3.1821)  -0.168
O (3.6925, 3.3627, 3.3104)  -0.129
H (2.5335, 1.9367, 2.4247)  0.079
H (4.1848, 1.4902, 2.7909)  0.071
H (3.0382, 1.5870, 4.1459)  0.074
H (4.4286, 3.4796, 3.9154)  0.075
C (1.2253, -5.7744, 2.9350)  -0.158
O (0.2920, -6.8158, 3.2397)  -0.125
H (1.1731, -5.6289, 1.8560)  0.074
H (1.0667, -4.8072, 3.4118)  0.072
H (2.2616, -5.9959, 3.1903)  0.073
H (0.7435, -7.6103, 3.5340)  0.069

[2]
DFT (ωB97M-V/def2-TZVPD) results for a cluster of 7 separate species, C29H76N4O9 in total at a distorted geometry.

Computed properties:
2S+1	1
frontier orbital gap	0.3369	Eh
E	-55684.338	eV
HOMO	-8.56	eV
SMILES	COC[C@H](C)N.COC[C@H](C)N.COCCNCCOC.COCCNCCOC.CC(C)O.CC(C)O.CC(C)O
relative energy (zero: lowest compared OMol25 entry of this formula, charge and spin)	279.97	kJ/mol
LUMO level	0.022	Ha

Last column: Löwdin charge in e.
Geometry (Å):
C (-0.0574, -0.7084, 3.1090)  -0.145
O (0.0329, -0.8769, 1.7248)  -0.182
C (1.1172, -1.6981, 1.2482)  -0.186
C (0.9270, -1.9889, -0.2269)  -0.439
C (0.0358, -3.2398, -0.4370)  -0.063
N (2.1089, -2.1592, -1.0431)  0.032
H (0.7662, -0.3008, 3.6952)  0.085
H (-0.2627, -1.6336, 3.6475)  0.076
H (-1.0011, -0.2287, 3.3686)  0.087
H (2.0638, -1.2616, 1.5666)  0.123
H (1.0217, -2.6458, 1.7780)  0.111
H (0.3667, -1.1371, -0.6122)  0.138
H (0.1158, -3.6149, -1.4573)  0.071
H (-0.9760, -2.9975, -0.1119)  0.077
H (0.4175, -4.0750, 0.1503)  0.068
H (2.4034, -1.2104, -1.2251)  0.071
H (2.8562, -2.7502, -0.7079)  0.076
C (6.7815, -7.8471, -6.9726)  -0.055
O (7.2520, -7.1940, -5.7562)  -0.205
C (7.4034, -5.8393, -5.7923)  -0.266
C (8.3494, -5.3858, -4.6922)  -0.448
C (9.7258, -6.0149, -4.8296)  -0.054
N (7.7400, -5.5861, -3.3808)  0.043
H (5.7408, -7.5666, -7.1350)  0.083
H (6.9302, -8.9248, -6.9062)  0.087
H (7.3191, -7.4696, -7.8425)  0.078
H (7.8510, -5.6383, -6.7655)  0.122
H (6.4265, -5.3734, -5.6624)  0.128
H (8.2916, -4.3017, -4.7897)  0.125
H (9.5267, -7.0249, -4.4713)  0.080
H (10.3061, -5.4027, -4.1392)  0.074
H (10.4113, -6.0116, -5.6771)  0.080
H (8.4178, -6.0332, -2.7802)  0.062
H (6.9579, -6.2197, -3.4638)  0.066
C (-13.9782, 1.4944, 13.4039)  -0.041
O (-12.9047, 0.8146, 12.6604)  -0.216
C (-12.3719, -0.3795, 13.1068)  -0.251
C (-11.0756, -0.7265, 12.2603)  -0.179
N (-11.6016, -0.7411, 10.8703)  -0.078
C (-10.6611, -0.8476, 9.7950)  -0.208
C (-9.4932, 0.2184, 9.6824)  -0.102
O (-8.1797, -0.4907, 9.5011)  -0.191
C (-7.7126, -1.1101, 10.6129)  -0.187
H (-14.8798, 0.8826, 13.3727)  0.079
H (-14.2056, 2.3701, 12.7960)  0.087
H (-13.6916, 1.6464, 14.4445)  0.085
H (-13.0345, -1.2450, 13.1049)  0.120
H (-11.8970, -0.2758, 14.0824)  0.109
H (-10.7296, -1.7260, 12.5236)  0.111
H (-10.2710, -0.0745, 12.6003)  0.098
H (-12.2288, 0.0483, 10.8104)  0.093
H (-11.2846, -0.8122, 8.9017)  0.110
H (-10.3308, -1.8810, 9.8999)  0.110
H (-9.4738, 0.7356, 10.6417)  0.093
H (-9.6928, 0.9661, 8.9148)  0.112
H (-8.2791, -2.0078, 10.8605)  0.074
H (-7.7569, -0.4881, 11.5069)  0.082
H (-6.6764, -1.4353, 10.5194)  0.090
C (1.2650, 8.6375, -7.5166)  -0.112
O (1.6252, 7.4126, -6.8888)  -0.180
C (1.5518, 6.4400, -7.9033)  -0.230
C (2.9561, 5.8801, -8.3510)  -0.239
N (3.4112, 4.8573, -7.5042)  -0.076
C (4.7009, 4.4365, -8.0160)  -0.202
C (5.2088, 3.3191, -7.0207)  -0.204
O (5.3108, 3.6972, -5.6736)  -0.185
C (6.2308, 4.6966, -5.2541)  -0.104
H (2.0210, 8.7677, -8.2908)  0.088
H (1.4364, 9.4389, -6.7979)  0.086
H (0.2296, 8.6495, -7.8570)  0.089
H (0.8268, 6.6173, -8.6977)  0.109
H (0.8947, 5.6307, -7.5850)  0.116
H (3.7212, 6.6436, -8.4920)  0.110
H (2.8847, 5.5939, -9.4003)  0.114
H (3.4155, 5.1760, -6.5458)  0.122
H (5.3849, 5.2807, -8.1026)  0.103
H (4.4629, 4.0728, -9.0156)  0.118
H (6.0973, 2.7649, -7.3233)  0.113
H (4.3969, 2.6021, -7.1428)  0.114
H (5.9360, 5.0363, -4.2612)  0.086
H (5.9498, 5.6597, -5.6802)  0.075
H (7.3099, 4.5471, -5.2881)  0.088
C (-3.7956, 0.2794, -10.2839)  -0.055
C (-2.7544, 0.3532, -9.1307)  -0.482
C (-2.5490, -1.0518, -8.5393)  -0.066
O (-1.5156, 0.7389, -9.6834)  -0.067
H (-4.0486, 1.2941, -10.5912)  0.069
H (-4.7434, -0.1188, -9.9216)  0.072
H (-3.5131, -0.2476, -11.1953)  0.081
H (-3.0063, 1.1101, -8.3879)  0.132
H (-2.2972, -1.7483, -9.3391)  0.084
H (-3.5104, -1.3446, -8.1174)  0.071
H (-1.8442, -1.0369, -7.7080)  0.074
H (-0.8598, 0.9399, -9.0116)  0.088
C (4.6389, -4.1115, 8.3675)  -0.058
C (5.8965, -4.5420, 9.0263)  -0.519
C (5.9659, -5.9099, 9.7020)  -0.050
O (6.8609, -4.5220, 7.9918)  -0.063
H (4.5826, -4.4808, 7.3435)  0.085
H (4.5520, -3.0285, 8.4553)  0.087
H (3.7497, -4.5411, 8.8288)  0.078
H (6.2692, -3.7917, 9.7237)  0.136
H (5.9799, -6.6732, 8.9240)  0.075
H (5.0929, -6.0686, 10.3351)  0.077
H (6.9176, -6.1369, 10.1825)  0.080
H (6.4385, -5.1294, 7.3800)  0.072
C (-0.7623, 6.7172, -0.8740)  -0.086
C (0.1279, 5.6246, -1.3976)  -0.486
C (-0.6270, 4.6059, -2.2857)  -0.049
O (1.1005, 6.3125, -2.1739)  -0.057
H (-1.7038, 6.3321, -0.4823)  0.074
H (-1.1465, 7.3296, -1.6898)  0.079
H (-0.3967, 7.3272, -0.0480)  0.081
H (0.5652, 5.1855, -0.5010)  0.137
H (-1.5025, 4.0891, -1.8927)  0.075
H (0.1292, 3.9295, -2.6842)  0.079
H (-1.1304, 5.1639, -3.0751)  0.073
H (0.6545, 6.7175, -2.9214)  0.081